No. 1
The following is a quantum chemistry calculation of a structure of composition ClNa4 in a non-equilibrium geometry, from the OMol25 dataset.

Geometry (Å):
Na -1.8669 0.1593 -1.5266
Na 0.1122 2.9125 0.9857
Na 1.4443 -2.2657 -1.4197
Na -0.4249 -1.0835 2.1562
Cl 0.7355 0.2774 -0.1956

Its LUMO energy is -11.82 eV. For the energy relative to the best compared isomer or geometry (same formula, charge and spin), the calculation gives 47.6 kJ/mol. Its charge is +3. For the HOMO-LUMO gap, the calculation gives 10.66 eV. The calculation puts the HOMO energy at -22.5 eV. Its spin multiplicity is 1.

Here is what Mulliken gives for the atomic charges, in e:
1 Na 0.95
2 Na 0.89
3 Na 0.90
4 Na 0.95
5 Cl -0.69

---

No. 2
The following is a quantum chemistry calculation of a structure of composition ClO4Rb2 in a non-equilibrium geometry, from the OMol25 dataset.

Geometry (Å):
Rb -18.6688 -13.6317 11.3770
Rb -15.4891 -12.2405 14.2489
Cl -15.9762 -11.6144 10.2892
O -16.9849 -11.3923 9.4143
O -16.2098 -11.1821 11.5956
O -15.9700 -13.0555 10.5549
O -14.7103 -11.1246 9.8346

Its LUMO energy is -4.40 eV. For the energy relative to the best compared isomer or geometry (same formula, charge and spin), the calculation gives 87.5 kJ/mol. Its charge is +1. For the HOMO-LUMO gap, the calculation gives 8.37 eV. The calculation puts the HOMO energy at -12.8 eV. Its spin multiplicity is 1.

Here is what Mulliken gives for the atomic charges, in e:
1 Rb 0.98
2 Rb 0.98
3 Cl 1.51
4 O -0.52
5 O -0.62
6 O -0.74
7 O -0.59

---

No. 3
The following is a quantum chemistry calculation of an isolated molecule of ClPS in a non-equilibrium geometry, from the OMol25 dataset.

Geometry (Å):
S -0.6771 1.5789 1.0378
Cl 0.6419 -1.6931 -0.9519
P 0.0352 0.1142 -0.0858

Its LUMO energy is -1.91 eV. For the energy relative to the best compared isomer or geometry (same formula, charge and spin), the calculation gives 124.5 kJ/mol. Its charge is 0. For the HOMO-LUMO gap, the calculation gives 6.77 eV. The calculation puts the HOMO energy at -8.7 eV. Its spin multiplicity is 1.

Here is what Mulliken gives for the atomic charges, in e:
1 S -0.21
2 Cl -0.31
3 P 0.52

---

No. 4
The following is a quantum chemistry calculation of a structure of composition CoH14O15P2 in a non-equilibrium geometry, from the OMol25 dataset.

Geometry (Å):
Co -0.2566 0.1408 -0.0772
P 0.7315 2.3672 -1.2683
O 0.1000 2.0985 0.1705
O -0.1545 3.1738 -2.2176
O 0.7745 0.8755 -1.7468
O 2.1706 2.9025 -1.1225
P -2.1432 -1.2917 -1.3113
O -1.8951 -1.6975 -2.7649
O -3.4725 -1.8319 -0.7760
O -1.9946 0.2508 -1.1451
O -0.8364 -1.7265 -0.4799
O -0.2972 -3.2849 1.5566
H -0.4272 -2.6435 0.7622
H 0.0921 -4.0576 1.1398
O 1.5005 -2.8369 -1.5652
H 0.7036 -2.4518 -1.1118
H 2.1483 -2.1175 -1.5338
O 3.1388 -0.1431 -1.6548
H 3.5289 0.5879 -1.1655
H 2.1457 0.1424 -1.6716
O 1.1504 2.6560 2.4982
H 0.7510 2.4412 1.5659
H 0.7758 1.9753 3.0640
O -1.2802 0.0461 1.9634
H -1.8957 -0.6949 2.0534
H -1.2122 0.4555 2.8298
O -3.3368 2.1876 0.1902
H -2.7994 1.5043 -0.3167
H -2.6651 2.8483 0.3872
O 1.3508 -0.5934 1.0171
H 1.4426 -1.2146 1.7466
H 2.1615 -0.0681 0.9840

Its LUMO energy (spin up / spin down) is 9.09 / 9.07 eV. Its charge is -4. For the HOMO-LUMO gap (spin up / spin down), the calculation gives 3.76 / 3.70 eV. The calculation puts the HOMO energy (spin up / spin down) at 5.3 / 5.4 eV. Its spin multiplicity is 4.

These are the Mulliken partial charges, in e, on atoms 1 to 8:
1 Co 0.94
2 P 0.93
3 O -0.74
4 O -0.95
5 O -0.77
6 O -0.95
7 P 0.81
8 O -0.96

---

No. 5
The following is a quantum chemistry calculation of a structure of composition CoI in a non-equilibrium geometry, from the OMol25 dataset.

Geometry (Å):
Co 0.9379 -1.1334 1.1756
I 3.0822 -1.6054 1.6553

Its LUMO energy (spin up / spin down) is -6.92 / -7.92 eV. For the energy relative to the best compared isomer or geometry (same formula, charge and spin), the calculation gives 4.8 kJ/mol. Its charge is +1. For the HOMO-LUMO gap (spin up / spin down), the calculation gives 8.78 / 7.87 eV. The calculation puts the HOMO energy (spin up / spin down) at -15.7 / -15.8 eV. Its spin multiplicity is 4.

Here is what Mulliken gives for the atomic charges, in e:
1 Co 0.65
2 I 0.35

---

No. 6
The following is a quantum chemistry calculation of a structure of composition CrH12O6 in a non-equilibrium geometry, from the OMol25 dataset.

Geometry (Å):
Cr -0.0099 -0.0208 -0.1105
O -0.5799 0.5603 1.7820
H -1.3024 0.5212 2.3925
H 0.1191 0.7887 2.3791
O 0.3361 1.9126 -0.7708
H 1.1673 2.0900 -1.2055
H -0.0178 2.7571 -0.6420
O 1.8610 -0.2568 0.8134
H 2.4202 0.3003 1.2886
H 2.0060 -1.0749 1.2503
O -0.5811 -1.9124 0.6020
H 0.0318 -2.6504 0.4653
H -1.1398 -2.0759 1.3403
O -1.9126 0.0860 -0.7977
H -2.1825 0.0788 -1.6965
H -2.7363 0.0188 -0.2996
O 0.6821 -0.4519 -1.9320
H 1.5477 -0.7372 -2.2207
H 0.2909 0.0666 -2.6382

Its LUMO energy (spin up / spin down) is -7.05 / -7.08 eV. For the energy relative to the best compared isomer or geometry (same formula, charge and spin), the calculation gives 47.3 kJ/mol. Its charge is +2. For the HOMO-LUMO gap (spin up / spin down), the calculation gives 8.33 / 13.32 eV. The calculation puts the HOMO energy (spin up / spin down) at -15.4 / -20.4 eV. Its spin multiplicity is 5.

These are the Mulliken partial charges, in e, on atoms 1 to 8:
1 Cr 0.64
2 O -0.39
3 H 0.30
4 H 0.30
5 O -0.35
6 H 0.33
7 H 0.28
8 O -0.41

---

No. 7
The following is a quantum chemistry calculation of a structure of composition CrN6O18 in a non-equilibrium geometry, from the OMol25 dataset.

Geometry (Å):
Cr -1.3493 1.5388 0.4394
N 0.9097 -0.5482 -0.6391
O 2.0562 -0.3918 -0.1423
O 0.1433 0.4108 -0.7103
O 0.3891 -1.6415 -0.7909
N -2.7694 -0.7062 -1.2020
O -2.8342 -0.3657 -2.3775
O -2.7209 -1.8835 -0.8603
O -2.7304 0.2451 -0.4027
N -1.9047 3.1217 -2.2895
O -3.0831 3.2114 -2.4224
O -1.1793 3.3899 -3.2225
O -1.4204 2.7671 -1.2078
N 2.9514 -4.1508 0.0386
O 3.4685 -5.2286 0.3536
O 1.7742 -4.1968 -0.4194
O 3.3707 -3.0516 0.4794
N -0.2196 -0.9318 2.2276
O -0.9256 -1.9541 2.1328
O -0.7578 0.1305 1.9279
O 0.9718 -0.9882 2.4942
N 1.4805 2.8114 1.6361
O 2.2367 1.8881 1.8768
O 0.2949 2.5792 1.2552
O 1.8478 3.9449 1.8252

Its LUMO energy (spin up / spin down) is 4.07 / 6.08 eV. For the energy relative to the best compared isomer or geometry (same formula, charge and spin), the calculation gives 394.1 kJ/mol. Its charge is -3. For the HOMO-LUMO gap (spin up / spin down), the calculation gives 3.23 / 5.24 eV. The calculation puts the HOMO energy (spin up / spin down) at 0.8 / 0.8 eV. Its spin multiplicity is 4.

These are the Mulliken partial charges, in e, on atoms 1 to 8:
1 Cr 1.22
2 N 0.82
3 O -0.47
4 O -0.19
5 O -0.44
6 N 1.01
7 O -0.62
8 O -0.56

---

No. 8
The following is a quantum chemistry calculation of a structure of composition CsH2O in a non-equilibrium geometry, from the OMol25 dataset.

Geometry (Å):
Cs -2.1229 0.9186 0.9489
O 0.5183 0.0283 -0.3857
H 0.3863 -0.5797 0.3417
H 1.2183 -0.3672 -0.9050

Its LUMO energy (spin up / spin down) is -9.86 / -17.94 eV. For the energy relative to the best compared isomer or geometry (same formula, charge and spin), the calculation gives 13.3 kJ/mol. Its charge is +2. For the HOMO-LUMO gap (spin up / spin down), the calculation gives 16.57 / 8.48 eV. The calculation puts the HOMO energy (spin up / spin down) at -26.4 / -26.4 eV. Its spin multiplicity is 2.

Here is what Mulliken gives for the atomic charges, in e:
1 Cs 1.05
2 O 0.02
3 H 0.47
4 H 0.46